This record from OMol25 describes a structure of composition C4H16ClN8NiO4. The level of theory is ωB97M-V with the def2-TZVPD basis set.

Atoms and positions in Å:
Ni: -0.39 -1.76 -2.94
Cl: -0.19 -0.32 -1.01
C: 0.33 3.72 -2.29
O: 1.47 3.48 -2.04
N: -0.12 4.96 -2.31
N: -0.47 2.73 -2.77
H: 0.44 5.72 -1.95
H: -0.92 5.10 -2.90
H: -0.21 1.78 -2.55
H: -1.45 2.93 -2.65
C: 2.69 2.51 1.39
O: 3.37 2.37 2.41
N: 1.66 1.77 1.01
N: 2.91 3.46 0.54
H: 1.24 1.90 0.10
H: 1.37 1.03 1.64
H: 3.77 3.99 0.59
H: 2.55 3.31 -0.39
C: -3.40 -2.69 0.54
O: -3.55 -2.67 -0.63
N: -2.52 -1.99 1.16
N: -4.15 -3.40 1.40
H: -2.37 -1.91 2.15
H: -1.77 -1.55 0.63
H: -3.93 -3.26 2.37
H: -5.04 -3.85 1.24
C: 1.20 -3.78 1.34
O: 1.25 -4.76 2.11
N: 0.41 -2.72 1.44
N: 1.66 -3.84 0.06
H: 0.28 -2.06 0.68
H: 0.05 -2.47 2.35
H: 1.94 -2.98 -0.39
H: 1.89 -4.74 -0.33

The total charge is +1. As for the multiplicity: 3. The calculation puts the HOMO-LUMO gap (spin up / spin down) at 7.4 / 3.0 eV. As for the HOMO energy (spin up / spin down): -11.8 / -11.8 eV.

Atomic partial charges in e from the natural (NBO) method, atoms 1 to 8: Ni 0.90; Cl -0.87; C 0.78; O -0.73; N -0.82; N -0.83; H 0.42; H 0.40



This record from OMol25 describes a cluster of 5 separate species, C4H16ClN8O8 in total. The level of theory is ωB97M-V with the def2-TZVPD basis set.

Atoms and positions in Å:
Cl: -1.05 -0.01 -1.32
O: -1.33 1.17 -0.54
O: 0.36 -0.12 -1.53
O: -1.52 -1.18 -0.62
O: -1.80 0.10 -2.54
C: 1.18 0.69 2.44
O: 1.75 0.70 3.54
N: -0.14 1.01 2.32
N: 1.74 0.27 1.28
H: -0.55 1.31 3.19
H: -0.58 0.84 1.43
H: 1.24 0.18 0.41
H: 2.73 0.13 1.28
C: 3.45 -2.52 -2.89
O: 2.67 -2.63 -3.81
N: 3.25 -1.77 -1.76
N: 4.57 -3.35 -2.78
H: 3.98 -1.66 -1.08
H: 2.51 -1.09 -1.74
H: 5.11 -3.36 -1.93
H: 4.81 -3.99 -3.50
C: -0.03 5.23 -2.14
O: 0.39 5.53 -3.26
N: -0.64 6.16 -1.34
N: 0.00 3.97 -1.65
H: -1.13 5.94 -0.50
H: -0.87 7.03 -1.79
H: 0.24 3.19 -2.23
H: -0.41 3.76 -0.76
C: -3.35 -3.48 2.71
O: -2.46 -4.08 2.14
N: -4.19 -4.04 3.64
N: -3.65 -2.17 2.45
H: -3.97 -4.92 4.06
H: -5.01 -3.57 3.98
H: -4.16 -1.58 3.09
H: -3.14 -1.67 1.73

The total charge is -1. The calculation puts the HOMO-LUMO gap at 9.5 eV. As for the HOMO energy: -6.9 eV. The energy above the lowest of the compared OMol25 structures with the same formula, charge and spin comes out at 8.1 kcal/mol.

Atomic partial charges in e from the natural (NBO) method, atoms 1 to 8: Cl 2.56; O -0.92; O -0.90; O -0.87; O -0.85; C 0.77; O -0.71; N -0.86



This record from OMol25 describes a structure of composition C4H16N2NiO10. The level of theory is ωB97M-V with the def2-TZVPD basis set.

Atoms and positions in Å:
Ni: 0.11 0.30 -0.12
N: 1.59 -0.30 2.68
O: 2.77 -0.33 2.98
O: 0.68 -0.67 3.42
O: 1.28 0.16 1.51
N: 0.05 -2.95 -0.42
O: -0.68 -3.56 0.36
O: 0.07 -1.66 -0.37
O: 0.66 -3.50 -1.35
C: -2.05 -0.80 2.00
O: -1.53 0.27 1.15
H: -1.88 -1.74 1.48
H: -1.49 -0.84 2.94
H: -3.11 -0.65 2.17
H: -1.99 1.09 1.36
C: -2.13 -0.49 -2.26
O: -1.03 0.34 -1.84
H: -2.93 -0.43 -1.52
H: -2.50 -0.19 -3.24
H: -1.79 -1.53 -2.33
H: -0.80 0.97 -2.53
C: 2.30 -0.62 -2.12
O: 1.79 0.50 -1.35
H: 1.62 -0.85 -2.93
H: 3.26 -0.37 -2.56
H: 2.41 -1.47 -1.45
H: 2.22 1.32 -1.61
C: 0.69 3.01 1.33
O: 0.12 2.38 0.15
H: 1.60 3.55 1.08
H: -0.04 3.72 1.73
H: 0.87 2.25 2.08
H: -0.16 3.09 -0.43

As for the multiplicity: 3. The calculation puts the HOMO-LUMO gap (spin up / spin down) at 8.0 / 8.0 eV. As for the HOMO energy (spin up / spin down): -8.8 / -8.7 eV. The energy above the lowest of the compared OMol25 structures with the same formula, charge and spin comes out at 8.7 kcal/mol.

Atomic partial charges in e from the natural (NBO) method, atoms 1 to 8: Ni 1.60; N 0.74; O -0.44; O -0.48; O -0.71; N 0.74; O -0.45; O -0.73



This record from OMol25 describes a cluster of 3 separate species, C4H16N2O3 in total. The level of theory is ωB97M-V with the def2-TZVPD basis set.

Atoms and positions in Å:
C: 0.19 2.15 -1.42
O: 1.58 2.45 -1.54
C: -0.04 0.97 -0.48
C: -1.55 0.82 -0.06
C: -1.63 -0.30 0.96
N: -1.30 0.05 2.35
N: 0.41 -0.29 -1.07
H: -0.16 1.91 -2.42
H: -0.29 3.05 -1.01
H: 2.13 1.72 -1.24
H: 0.43 1.20 0.47
H: -2.17 0.75 -0.94
H: -1.71 1.78 0.43
H: -0.97 -1.09 0.62
H: -2.62 -0.77 0.96
H: -0.63 0.79 2.45
H: -2.15 0.34 2.82
H: 0.06 -0.37 -2.02
H: 1.39 -0.50 -1.16
H: 2.37 -2.95 0.03
H: 1.88 -3.17 -1.34
O: 2.51 -2.61 -0.86
H: 0.30 -1.92 2.09
H: 1.07 -1.64 0.90
O: 0.91 -2.36 1.48

The calculation puts the HOMO-LUMO gap at 10.2 eV. As for the HOMO energy: -9.4 eV. The energy above the lowest of the compared OMol25 structures with the same formula, charge and spin comes out at 24.2 kcal/mol.

Atomic partial charges in e from the natural (NBO) method, atoms 1 to 8: C -0.07; O -0.73; C -0.07; C -0.42; C -0.25; N -0.86; N -0.88; H 0.16



Repeat the first record exactly.
This record from OMol25 describes a structure of composition C4H16ClN8NiO4. The level of theory is ωB97M-V with the def2-TZVPD basis set.

Atoms and positions in Å:
Ni: -0.39 -1.76 -2.94
Cl: -0.19 -0.32 -1.01
C: 0.33 3.72 -2.29
O: 1.47 3.48 -2.04
N: -0.12 4.96 -2.31
N: -0.47 2.73 -2.77
H: 0.44 5.72 -1.95
H: -0.92 5.10 -2.90
H: -0.21 1.78 -2.55
H: -1.45 2.93 -2.65
C: 2.69 2.51 1.39
O: 3.37 2.37 2.41
N: 1.66 1.77 1.01
N: 2.91 3.46 0.54
H: 1.24 1.90 0.10
H: 1.37 1.03 1.64
H: 3.77 3.99 0.59
H: 2.55 3.31 -0.39
C: -3.40 -2.69 0.54
O: -3.55 -2.67 -0.63
N: -2.52 -1.99 1.16
N: -4.15 -3.40 1.40
H: -2.37 -1.91 2.15
H: -1.77 -1.55 0.63
H: -3.93 -3.26 2.37
H: -5.04 -3.85 1.24
C: 1.20 -3.78 1.34
O: 1.25 -4.76 2.11
N: 0.41 -2.72 1.44
N: 1.66 -3.84 0.06
H: 0.28 -2.06 0.68
H: 0.05 -2.47 2.35
H: 1.94 -2.98 -0.39
H: 1.89 -4.74 -0.33

The total charge is +1. As for the multiplicity: 3. The calculation puts the HOMO-LUMO gap (spin up / spin down) at 7.4 / 3.0 eV. As for the HOMO energy (spin up / spin down): -11.8 / -11.8 eV.

Atomic partial charges in e from the natural (NBO) method, atoms 1 to 8: Ni 0.90; Cl -0.87; C 0.78; O -0.73; N -0.82; N -0.83; H 0.42; H 0.40



What did the first record say?
This record from OMol25 describes a structure of composition C4H16ClN8NiO4. The level of theory is ωB97M-V with the def2-TZVPD basis set.

Atoms and positions in Å:
Ni: -0.39 -1.76 -2.94
Cl: -0.19 -0.32 -1.01
C: 0.33 3.72 -2.29
O: 1.47 3.48 -2.04
N: -0.12 4.96 -2.31
N: -0.47 2.73 -2.77
H: 0.44 5.72 -1.95
H: -0.92 5.10 -2.90
H: -0.21 1.78 -2.55
H: -1.45 2.93 -2.65
C: 2.69 2.51 1.39
O: 3.37 2.37 2.41
N: 1.66 1.77 1.01
N: 2.91 3.46 0.54
H: 1.24 1.90 0.10
H: 1.37 1.03 1.64
H: 3.77 3.99 0.59
H: 2.55 3.31 -0.39
C: -3.40 -2.69 0.54
O: -3.55 -2.67 -0.63
N: -2.52 -1.99 1.16
N: -4.15 -3.40 1.40
H: -2.37 -1.91 2.15
H: -1.77 -1.55 0.63
H: -3.93 -3.26 2.37
H: -5.04 -3.85 1.24
C: 1.20 -3.78 1.34
O: 1.25 -4.76 2.11
N: 0.41 -2.72 1.44
N: 1.66 -3.84 0.06
H: 0.28 -2.06 0.68
H: 0.05 -2.47 2.35
H: 1.94 -2.98 -0.39
H: 1.89 -4.74 -0.33

The total charge is +1. As for the multiplicity: 3. The calculation puts the HOMO-LUMO gap (spin up / spin down) at 7.4 / 3.0 eV. As for the HOMO energy (spin up / spin down): -11.8 / -11.8 eV.

Atomic partial charges in e from the natural (NBO) method, atoms 1 to 8: Ni 0.90; Cl -0.87; C 0.78; O -0.73; N -0.82; N -0.83; H 0.42; H 0.40